Entry from the OMol25 dataset: C32H59N4OP2PdS as an isolated structure (ωB97M-V/def2-TZVPD).

```
! RIJCOSX wB97M-V def2-TZVPD def2/J DEFGRID3
* xyz 1 3
C -1.10 -2.24 -1.92
C 1.18 -1.53 -2.08
C -0.82 -3.40 -2.65
C 1.50 -2.68 -2.83
C 0.49 -3.60 -3.10
H -1.64 -4.12 -2.77
H 2.51 -2.78 -3.26
H 0.72 -4.49 -3.68
N -0.08 -1.45 -1.54
P -2.75 -0.90 0.02
P 2.71 0.52 -0.57
C -2.55 -1.86 -1.54
H -3.05 -1.24 -2.31
H -3.12 -2.80 -1.49
C -0.47 1.10 1.59
O 0.10 2.17 1.72
C 2.15 -0.40 -2.11
H 2.91 -0.48 -2.95
C 3.96 1.87 -1.17
C 3.21 -0.37 1.15
C -4.11 0.37 -0.33
C -3.41 -2.38 1.16
C 3.23 3.22 -0.95
H 3.06 3.43 0.12
H 3.86 4.03 -1.37
H 2.25 3.22 -1.48
C 5.36 1.92 -0.51
H 5.36 2.07 0.58
H 5.95 1.02 -0.76
H 5.91 2.79 -0.94
C 4.17 1.63 -2.68
H 4.55 2.54 -3.15
H 4.90 0.83 -2.85
H 3.22 1.38 -3.17
C 3.37 0.74 2.21
H 2.44 1.30 2.35
H 3.66 0.30 3.18
H 4.15 1.48 1.95
C 2.06 -1.34 1.58
H 1.09 -0.81 1.55
H 1.96 -2.21 0.91
H 2.22 -1.70 2.62
C 4.53 -1.13 0.97
H 5.38 -0.44 0.80
H 4.72 -1.68 1.91
H 4.49 -1.85 0.12
C -4.22 -1.81 2.34
H -4.35 -2.63 3.07
H -3.74 -0.96 2.86
H -5.24 -1.50 2.04
C -2.15 -3.10 1.63
H -1.57 -3.49 0.79
H -1.50 -2.45 2.24
H -2.46 -3.96 2.25
C -4.34 -3.38 0.46
H -4.76 -4.03 1.24
H -5.18 -2.92 -0.07
H -3.80 -4.05 -0.22
C -3.91 0.94 -1.76
H -4.31 0.26 -2.53
H -4.49 1.87 -1.82
H -2.86 1.20 -1.99
C -3.94 1.51 0.70
H -2.91 1.92 0.72
H -4.61 2.32 0.40
H -4.22 1.20 1.72
C -5.55 -0.18 -0.23
H -5.72 -1.08 -0.83
H -5.87 -0.34 0.81
H -6.20 0.61 -0.63
Pd -0.66 0.10 -0.17
N 0.35 1.24 -1.61
C 1.03 1.03 -2.64
C 0.62 1.59 -4.10
C 1.55 1.31 -5.26
C -0.71 0.95 -4.47
C 0.41 3.09 -3.89
H 2.52 1.80 -5.15
H 1.63 0.23 -5.39
H 1.08 1.72 -6.18
H -1.52 1.24 -3.79
H -0.97 1.29 -5.49
H -0.65 -0.15 -4.47
H -0.20 3.49 -4.73
H -0.13 3.25 -2.94
H 1.36 3.66 -3.79
C 1.12 1.90 5.79
N 0.53 1.38 4.55
C -0.39 0.42 4.47
S -1.31 0.19 2.95
N -0.79 -0.40 5.48
C -0.13 -0.56 6.78
H 1.83 1.17 6.20
H 0.35 2.14 6.53
H 1.65 2.83 5.53
H 0.56 1.99 3.71
H -1.57 -1.03 5.23
H -0.46 -1.52 7.20
H 0.98 -0.61 6.66
H -0.41 0.25 7.49
*
```

Properties
E_HOMO (spin up / spin down)   -7.963 / -8.978 eV
Kohn-Sham gap (spin up / spin down)   5.94 / 5.74 eV
F_max   3.2 eV Å⁻¹